1.
This record from the OMol25 dataset describes C30H37BrFeN7OSSi2 as an isolated structure in a non-equilibrium geometry. The level of theory is ωB97M-V with the def2-TZVPD basis set.

The calculation puts the energy above the lowest of the compared OMol25 structures with the same formula, charge and spin at 53.0 kcal per mole. The charge is -1. The HOMO energy (spin up / spin down) is -4.06 / -4.06 eV.

Geometry (Å):
Fe  -0.77329  1.00443  -0.39107
C  -3.47930  2.93860  2.25391
C  -2.44457  2.53027  1.25989
N  -2.17009  1.32431  0.93260
N  -2.98354  0.29832  1.36599
C  -3.32800  -0.42081  0.32080
N  -4.17803  -1.46730  0.56643
S  -2.84996  -0.09752  -1.31480
C  -1.67568  3.51328  0.46166
C  -1.53173  4.85067  0.78862
C  -0.76898  5.66498  -0.03263
C  -0.19690  5.12486  -1.17012
C  -0.37410  3.77556  -1.42241
N  -1.09311  2.98418  -0.62520
H  -4.13392  2.09532  2.45471
H  -4.07361  3.77720  1.88301
H  -3.00343  3.24528  3.19020
H  -4.25573  -1.76350  1.52556
H  -4.22641  -2.17631  -0.14342
H  -1.98732  5.22901  1.69437
H  -0.59879  6.70195  0.22730
H  0.37788  5.73486  -1.85305
H  0.07517  3.28109  -2.27634
Br  -4.93476  -6.25590  -0.71174
C  -3.15745  -5.96396  -1.31677
C  -2.83559  -4.77486  -1.94853
C  -1.53965  -4.56431  -2.39779
C  -0.55607  -5.54878  -2.24358
C  -0.91608  -6.73418  -1.60354
C  -2.20124  -6.94338  -1.12672
N  0.78244  -5.51608  -2.73154
N  1.31993  -4.48610  -3.22095
C  1.00837  -3.19862  -2.81488
C  1.21868  -2.21654  -3.78806
C  0.88353  -0.89194  -3.61727
C  0.37616  -0.44184  -2.38528
O  0.10045  0.76569  -2.13042
C  0.21541  -1.43458  -1.32832
N  -0.30655  -0.94800  -0.17389
C  -0.47308  -1.75822  0.84053
C  -0.09030  -3.10644  0.78209
C  0.41057  -3.61936  -0.38006
C  0.54399  -2.78206  -1.51316
H  -3.58251  -4.00296  -2.07795
H  -1.30262  -3.62383  -2.87304
H  -0.15076  -7.48986  -1.46854
H  -2.45521  -7.85978  -0.61052
H  1.60564  -2.55896  -4.74167
H  1.01149  -0.17329  -4.41614
H  -0.93742  -1.33707  1.72241
H  -0.20346  -3.73087  1.65925
H  0.70629  -4.65569  -0.42703
C  3.01689  1.24223  -2.02794
Si  2.85014  1.59557  -0.18506
C  3.41175  3.41157  -0.09867
C  4.26312  0.58115  0.55174
C  1.24550  1.37871  0.66757
Si  1.24494  1.53018  2.49081
C  -0.22594  0.83419  3.45441
C  1.28580  3.34375  3.05452
C  2.70761  0.72467  3.36557
H  3.98793  1.61553  -2.36936
H  2.23180  1.72610  -2.61489
H  2.96551  0.17137  -2.24252
H  4.36972  3.57372  -0.61013
H  3.52520  3.74476  0.93692
H  2.66140  4.05564  -0.57174
H  5.05532  0.47487  -0.19719
H  3.93342  -0.42245  0.83503
H  4.70419  1.04970  1.43216
H  0.58337  2.16284  0.28386
H  -1.18441  1.23508  3.12677
H  -0.10571  1.08038  4.51539
H  -0.28612  -0.25451  3.36844
H  0.44772  3.89958  2.61835
H  2.20743  3.83494  2.73211
H  1.22103  3.43790  4.14712
H  2.88390  -0.29575  3.01377
H  2.50117  0.68133  4.44082
H  3.63063  1.28998  3.22926

Mulliken atomic charge list, values in e, 2 entries: number 1, Fe, carries -0.402; number 2, C, carries -1.990

2.
This record from the OMol25 dataset describes C30H37F5I2NOPS4Tc as an isolated structure in a non-equilibrium geometry. The level of theory is ωB97M-V with the def2-TZVPD basis set.

Its spin multiplicity is 4. The calculation puts the energy above the lowest of the compared OMol25 structures with the same formula, charge and spin at 32.8 kcal per mole. The charge is +2. The HOMO energy (spin up / spin down) is -12.67 / -12.66 eV. As for the expectation value of S²: 3.796.

Geometry (Å):
Tc  0.50292  0.50265  -0.39723
C  1.40381  -5.66935  -2.69133
C  1.28193  -5.43323  -1.17429
S  0.54243  -3.83575  -0.74644
C  -1.23784  -4.07519  -1.05902
C  -1.63841  -3.75694  -2.52329
S  -0.81006  -2.23611  -3.09861
C  -0.15061  -2.66876  -4.72135
C  0.69416  -3.94867  -4.85050
S  2.02283  -4.22010  -3.63055
H  0.44324  -5.95075  -3.11801
H  2.09901  -6.48813  -2.87133
H  2.26110  -5.40884  -0.69623
H  0.69264  -6.21791  -0.69875
H  -1.72368  -3.39024  -0.36323
H  -1.51527  -5.09058  -0.77932
H  -2.71540  -3.61766  -2.61368
H  -1.34433  -4.56519  -3.18899
H  0.43107  -1.78908  -4.99981
H  -0.99139  -2.74098  -5.41387
H  1.18113  -3.90176  -5.82440
H  0.06245  -4.83422  -4.85297
I  -1.95484  4.18889  2.15025
C  -0.91262  2.55790  2.89964
C  -0.80385  2.33483  4.28718
C  -0.13043  1.24995  4.78750
I  -0.00321  1.01320  6.85480
C  0.47733  0.31553  3.90243
C  1.13918  -0.87256  4.27202
C  1.64858  -1.70540  3.30368
C  1.54703  -1.34608  1.96048
N  0.95659  -0.22135  1.57027
C  0.39034  0.58208  2.52457
C  -0.31934  1.68573  2.01827
O  -0.39577  1.81159  0.68003
H  -1.26987  3.03564  4.96602
H  1.23180  -1.12769  5.31976
H  2.13769  -2.63215  3.56559
H  1.95275  -1.98586  1.18531
F  -6.04340  -0.63428  -1.19748
C  -4.82117  -0.22117  -1.44471
C  -3.76587  -0.67555  -0.66707
F  -3.96351  -1.53376  0.32261
C  -2.50079  -0.22549  -0.95757
F  -1.46173  -0.69714  -0.18622
C  -2.20693  0.65227  -1.98221
S  -0.57139  1.16118  -2.35562
C  -3.28252  1.08727  -2.75088
F  -3.07261  1.91613  -3.76075
C  -4.57447  0.66394  -2.48666
F  -5.57587  1.09233  -3.22819
C  4.64887  2.44369  -2.47787
C  3.15055  2.45040  -2.15670
C  2.35274  2.08832  -3.41369
P  2.70706  1.47440  -0.64589
C  3.10209  2.55817  0.79510
C  2.13375  3.75327  0.85764
C  4.53811  3.08837  0.85883
C  3.63539  -0.12163  -0.52193
C  5.16330  -0.15316  -0.48649
C  3.07303  -1.04689  -1.61782
H  4.83692  3.23858  -3.19971
H  4.94232  1.50587  -2.94882
H  5.28686  2.61990  -1.61632
H  2.85807  3.46328  -1.85923
H  2.34240  1.01524  -3.61124
H  2.81554  2.57210  -4.27380
H  1.32835  2.44406  -3.36064
H  2.92824  1.90067  1.65541
H  2.48510  4.55430  0.20602
H  2.11056  4.15145  1.87234
H  1.11499  3.51231  0.56456
H  4.69570  3.86492  0.11118
H  5.30054  2.32474  0.73250
H  4.68769  3.54598  1.83714
H  3.29236  -0.49509  0.44519
H  5.62196  0.30761  -1.35495
H  5.47983  -1.19714  -0.46074
H  5.55825  0.31990  0.40956
H  3.40631  -0.73164  -2.60674
H  1.96445  -1.07481  -1.64065
H  3.40928  -2.07240  -1.46806

Mulliken atomic charge list, values in e, 2 entries: number 1, Tc, carries 0.244; number 2, C, carries -0.689